(1)
Below is C5H12N2O as an isolated structure at a distorted geometry, with properties calculated with the ωB97M-V functional and the def2-TZVPD basis.

Geometry as XYZ:
```
20
Properties=species:S:1:pos:R:3
H 0.875 -0.916 -0.879
C 1.470 1.157 0.164
N -0.075 -2.138 -1.858
H 1.803 0.708 -0.812
C -0.702 0.230 0.137
C -0.067 -1.101 -0.363
C 0.198 -2.239 0.708
H 0.860 -2.875 0.195
C -1.005 2.533 0.333
H -0.938 -1.646 -1.136
H -0.213 -1.618 -2.663
H 1.503 0.299 0.861
H -1.027 2.948 1.399
H -0.899 3.433 -0.322
H 2.005 2.008 0.638
O -1.798 0.191 0.690
H -2.077 2.128 0.227
H 0.792 -1.930 1.579
N 0.015 1.468 0.025
H -0.720 -2.640 1.076
```

The value obtained for the HOMO energy is -8.88 eV.

***

(2)
Below is a 2-piece molecular cluster, C5H12N2O overall at a distorted geometry, with properties calculated with the ωB97M-V functional and the def2-TZVPD basis.

Geometry as XYZ:
```
20
Properties=species:S:1:pos:R:3
H -0.793 1.303 1.334
H 1.548 2.035 -2.794
H 0.630 -1.870 -0.285
O 0.304 1.028 -1.577
H 1.217 -0.301 1.817
C 0.569 -1.029 2.293
H -2.064 -0.102 -1.069
C -1.342 -0.073 -0.250
H -0.087 -2.842 2.252
C 0.046 -0.134 -0.952
H -1.492 2.070 -0.086
H 2.373 1.117 -1.496
H 1.699 0.247 -2.888
H 0.083 -0.715 3.216
C 1.561 1.106 -2.229
N 0.483 -2.159 1.749
C -1.550 1.201 0.562
H -2.528 1.188 1.037
H -1.503 -0.972 0.345
N 0.846 -1.098 -0.981
```

The SMILES is [H]/N=C(\CC)OC.C=N. The value obtained for the HOMO energy is -9.29 eV.

***

In eV, the LUMO energy values for the records above are, in order, 0.39, 1.00.
In kcal/mol, the energy relative to the best compared isomer or geometry (same formula, charge and spin) values for the records above are, in order, 167.50, 54.23.